Record 1
# C9H4Cl2N2O3TiY

A structure of composition C9H4Cl2N2O3TiY in a non-equilibrium geometry (ωB97M-V with the def2-TZVPD basis set, the OMol25 dataset).

Last column: Mulliken charge in e.
Atoms and positions in Å:
Y1 -0.944 0.247 -0.672  1.501
Ti1 -3.578 -1.577 -1.430  0.645
Cl1 -3.048 -0.591 0.662  -0.146
Cl2 -1.369 -1.916 -2.228  -0.202
O1 -5.994 0.296 -1.525  0.038
O2 -1.072 2.836 1.844  0.064
O3 -4.269 -0.561 -4.219  0.032
N1 5.487 0.645 -0.972  -0.183
N2 0.925 -0.343 0.343  -0.331
C1 4.498 0.392 -0.390  -0.348
C2 2.033 0.030 2.432  -0.747
C3 3.268 0.123 0.353  0.354
C4 0.895 -0.292 1.708  -0.220
C5 -4.142 -0.833 -3.055  0.561
C6 -5.031 -0.407 -1.701  0.526
C7 -1.042 2.068 0.981  0.305
C8 2.115 -0.232 -0.343  0.134
C9 3.208 0.305 1.736  -0.015
H1 1.978 0.091 3.508  0.482
H2 4.096 0.661 2.250  0.574
H3 2.067 -0.432 -1.429  0.434
H4 -0.079 -0.510 2.149  0.543

## Properties
Energy above the lowest of the compared OMol25 structures with the same formula, charge and spin   66.2 kJ/mol
<S²>   0.7685
Spin multiplicity   2
Net charge   +4

---

Record 2
# C9H4F3NO4S

An isolated molecule of C9H4F3NO4S (ωB97M-V with the def2-TZVPD basis set, the OMol25 dataset).

Last column: Mulliken charge in e.
Atoms and positions in Å:
S1 -2.666 -0.481 -0.042  1.223
F1 -3.900 1.346 1.414  -0.221
F2 -1.977 1.985 0.648  -0.235
F3 -3.684 1.876 -0.678  -0.217
O1 2.413 -0.946 2.709  -0.466
O2 -2.967 -1.230 1.139  -0.641
O3 4.077 -0.384 -1.354  -0.472
O4 -3.290 -0.780 -1.295  -0.652
N1 3.577 0.036 0.908  -0.357
C1 3.262 -0.203 -0.504  0.066
C2 2.395 -0.482 1.612  -0.020
C3 1.250 -0.435 0.653  0.357
C4 -0.914 -0.417 -0.261  0.278
C5 -3.095 1.307 0.364  0.755
C6 0.965 -0.216 -1.749  -0.829
C7 -0.112 -0.514 0.867  -0.473
C8 -0.407 -0.275 -1.557  -0.368
C9 1.769 -0.279 -0.626  0.431
H1 3.523 1.051 1.022  0.322
H2 1.395 -0.104 -2.735  0.487
H3 -0.525 -0.635 1.860  0.520
H4 -1.089 -0.219 -2.396  0.512

## Properties
Energy above the lowest of the compared OMol25 structures with the same formula, charge and spin   0.0 kJ/mol
SMILES string   O=C1NC(=O)c2cc(S(=O)(=O)C(F)(F)F)ccc21

---

Record 3
# C9H5KN4O2S2

A structure of composition C9H5KN4O2S2 (ωB97M-V with the def2-TZVPD basis set, the OMol25 dataset).

Last column: Mulliken charge in e.
Atoms and positions in Å:
K1 1.322 0.453 -0.505  0.762
S1 2.278 0.381 2.403  -0.613
S2 4.437 0.407 -0.402  -0.587
O1 -1.131 -1.893 -1.409  -0.708
O2 -1.044 2.648 -1.653  -0.720
N1 7.428 0.270 1.702  -0.583
N2 -1.026 0.379 -1.589  -0.771
N3 -3.072 -0.765 -1.181  0.096
N4 5.106 0.241 4.747  -0.581
C1 -3.116 1.589 -1.297  -0.742
C2 4.853 0.346 1.292  0.193
C3 4.648 0.284 3.688  0.013
C4 -3.732 -2.023 -0.916  -0.918
C5 -1.678 -0.787 -1.405  0.548
C6 4.021 0.337 2.377  0.319
C7 6.285 0.299 1.546  -0.017
C8 -1.662 1.584 -1.529  0.685
C9 -3.746 0.422 -1.128  0.190
H1 -3.378 -2.471 0.014  0.270
H2 -3.536 -2.739 -1.714  0.276
H3 -4.812 0.343 -0.945  0.239
H4 -3.638 2.534 -1.254  0.356
H5 -4.805 -1.839 -0.843  0.291

## Properties
Net charge   -2
E_tot   -57468.2723 eV

---

Record 4
# C9H5N2O3S

The ion C9H5N2O3S with charge -1 in a non-equilibrium geometry (ωB97M-V with the def2-TZVPD basis set, the OMol25 dataset).

Last column: Mulliken charge in e.
Atoms and positions in Å:
S1 2.069 0.431 1.015  1.186
O1 1.249 -0.390 1.906  -0.606
O2 3.403 -0.025 0.804  -0.621
O3 1.922 1.861 1.214  -0.619
N1 2.342 1.842 -2.111  -0.614
N2 2.280 -2.513 -0.897  -0.651
C1 -0.919 -1.258 -0.414  -0.513
C2 1.338 -0.120 -0.787  0.577
C3 1.875 0.935 -1.585  0.436
C4 -2.053 1.177 0.424  -0.711
C5 1.883 -1.428 -0.760  0.146
C6 -0.135 -0.110 -0.462  0.385
C7 -2.212 -1.190 0.078  -0.467
C8 -0.729 1.055 0.026  -0.088
C9 -2.868 0.024 0.328  -0.545
H1 -3.895 0.143 0.749  0.298
H2 -2.834 -2.101 0.198  0.308
H3 0.092 1.723 0.122  0.351
H4 -2.274 2.190 0.685  0.387
H5 -0.533 -2.245 -0.530  0.363

## Properties
SMILES string   N#CC(C#N)(c1ccccc1)S(=O)(=O)[O-]
Net charge   -1
E_tot   -29372.3114 eV

---

Record 5
# C9H60N3O22

A cluster of 21 separate species, C9H60N3O22 in total in a non-equilibrium geometry (ωB97M-V with the def2-TZVPD basis set, the OMol25 dataset).

Last column: Mulliken charge in e.
Atoms and positions in Å:
O1 12.321 10.110 13.950  -0.615
O2 10.808 6.734 4.894  -0.637
O3 8.490 6.990 14.525  -0.674
O4 5.652 12.337 12.785  -0.691
O5 4.755 11.220 14.926  -0.707
O6 11.298 13.209 5.531  -0.661
O7 8.647 9.451 6.590  -0.558
O8 11.825 8.355 7.047  -0.912
O9 11.540 16.078 11.209  -0.656
O10 13.743 6.985 9.981  -0.643
O11 4.151 8.306 11.518  -0.723
O12 5.902 7.218 15.366  -0.772
O13 7.890 6.832 10.383  -0.639
O14 10.319 15.014 13.753  -0.721
O15 5.728 8.387 9.375  -0.764
O16 13.980 13.687 5.835  -0.676
O17 14.438 10.685 3.739  -0.629
O18 8.951 11.487 15.249  -0.677
O19 11.169 12.522 14.185  -0.791
O20 13.241 9.570 10.740  -0.837
O21 14.856 8.532 12.936  -0.621
O22 11.430 15.274 8.743  -0.676
N1 11.212 9.876 8.599  0.394
N2 13.222 11.710 11.266  0.247
N3 6.452 9.573 13.081  0.358
C1 12.002 9.416 7.614  0.530
C2 10.186 11.275 10.328  -1.238
C3 9.600 10.062 11.188  0.171
C4 11.484 10.886 9.653  -0.150
C5 12.963 13.100 11.032  -0.926
C6 12.687 10.687 10.597  -0.284
C7 7.899 9.416 12.857  -1.373
C8 13.332 10.118 7.420  -0.711
C9 8.270 10.459 11.782  -0.220
H1 9.488 11.428 9.486  0.461
H2 10.668 14.053 13.879  0.487
H3 13.231 10.816 6.677  0.269
H4 4.990 11.787 14.102  0.510
H5 7.215 7.539 10.036  0.352
H6 13.621 7.917 10.388  0.509
H7 7.933 11.397 15.496  0.233
H8 14.117 9.386 7.080  0.286
H9 11.110 12.196 5.315  0.293
H10 11.550 17.110 11.245  0.287
H11 7.509 6.993 14.890  0.378
H12 11.733 11.640 14.130  0.323
H13 8.241 11.452 12.184  0.437
H14 12.337 13.348 5.787  0.385
H15 7.427 10.457 11.004  0.019
H16 15.344 10.171 3.716  0.324
H17 14.381 8.327 13.844  0.257
H18 12.416 15.475 8.501  0.260
H19 5.901 13.228 13.159  0.345
H20 5.973 7.792 16.230  0.352
H21 12.181 9.230 13.491  0.279
H22 9.770 6.567 4.998  0.264
H23 4.796 8.147 10.707  0.450
H24 9.475 15.021 13.166  0.305
H25 6.091 8.867 13.695  0.461
H26 11.352 15.696 12.132  0.399
H27 6.103 10.478 13.529  -0.009
H28 8.531 9.571 13.716  0.400
H29 14.201 8.925 12.288  0.462
H30 8.533 6.183 13.931  0.342
H31 5.286 11.561 15.728  0.313
H32 13.638 10.733 8.266  0.176
H33 4.886 6.955 15.409  0.346
H34 13.822 13.700 11.294  0.533
H35 11.142 7.244 5.693  0.552
H36 11.689 11.778 9.066  0.751
H37 4.967 12.485 12.042  0.315
H38 8.078 8.434 12.480  0.663
H39 14.780 13.075 5.958  0.334
H40 10.304 12.192 10.961  -0.008
H41 12.708 13.294 9.975  0.302
H42 12.968 6.402 10.346  0.272
H43 10.295 9.422 8.651  0.125
H44 8.403 8.640 6.050  0.294
H45 3.527 9.107 11.251  0.313
H46 14.092 14.426 6.599  0.345
H47 5.817 9.364 12.258  0.206
H48 14.517 11.279 2.909  0.324
H49 9.471 11.497 16.139  0.335
H50 12.851 9.930 14.828  0.247
H51 8.566 6.593 9.606  0.363
H52 13.848 11.429 11.961  0.335
H53 9.474 9.157 10.564  0.413
H54 7.842 9.811 7.090  0.261
H55 10.268 12.164 14.567  0.447
H56 5.396 7.811 8.587  0.338
H57 10.271 9.803 12.010  -0.289
H58 11.452 15.533 9.792  0.395
H59 5.823 9.309 8.959  0.306
H60 12.065 13.348 11.554  0.058

## Properties
Energy above the lowest of the compared OMol25 structures with the same formula, charge and spin   0.0 kJ/mol
Net charge   +1

---

Record 6
# C9H62NO23

A cluster of 23 separate species, C9H62NO23 in total in a non-equilibrium geometry (ωB97M-V with the def2-TZVPD basis set, the OMol25 dataset).

Last column: Mulliken charge in e.
Atoms and positions in Å:
O1 5.745 -1.792 -1.519  -0.648
O2 0.275 -4.558 1.551  -0.635
O3 2.733 2.440 2.933  -0.783
O4 -0.405 -0.470 -5.209  -0.753
O5 -2.898 -1.776 -4.572  -0.706
O6 0.677 -2.538 -4.374  -0.657
O7 -4.868 -3.843 0.246  -0.646
O8 -4.522 1.142 3.865  -0.686
O9 5.812 2.520 -0.061  -0.592
O10 -4.084 3.702 2.599  -0.635
O11 0.355 4.162 -2.315  -0.663
O12 -4.731 3.962 -0.125  -0.697
O13 0.619 2.288 -4.427  -0.686
O14 4.817 2.335 -2.674  -0.592
O15 2.719 -4.412 0.204  -0.581
O16 -0.307 3.536 0.362  -0.746
O17 -2.029 2.873 4.885  -0.663
O18 -2.490 -4.896 1.567  -0.686
O19 -0.956 0.207 4.856  -0.737
O20 -2.698 -3.270 -2.215  -0.756
O21 5.256 1.361 3.313  -0.663
O22 0.431 0.667 1.938  -1.073
O23 2.535 -1.088 2.797  -0.711
N1 0.003 0.535 0.588  1.992
C1 1.111 0.319 -0.393  3.557
C2 -1.359 -1.638 0.845  -2.129
C3 2.133 1.422 -0.135  -2.259
C4 -0.603 -0.402 -2.098  -0.254
C5 -1.724 -0.096 -1.065  -2.573
C6 0.532 0.552 -1.813  -0.934
C7 -1.281 -0.146 0.443  1.865
C8 -2.444 0.630 1.063  -1.370
C9 1.754 -1.066 -0.307  -1.795
H1 -3.876 0.905 3.187  0.411
H2 1.805 -0.586 2.370  0.363
H3 -1.099 -0.249 -3.053  0.200
H4 2.802 -1.078 0.004  0.251
H5 -2.334 -4.099 -1.889  0.295
H6 -2.785 -5.734 1.937  0.240
H7 2.688 1.239 0.785  0.725
H8 -0.316 2.582 0.574  0.205
H9 -4.313 3.040 3.263  0.365
H10 -4.921 -3.485 -0.646  0.370
H11 3.018 1.224 -0.759  -0.167
H12 1.830 2.444 -0.337  0.066
H13 -5.311 0.642 3.634  0.269
H14 2.189 1.986 2.267  0.284
H15 -0.682 -4.512 1.399  0.374
H16 -1.452 2.158 5.184  0.351
H17 -3.826 4.024 -0.451  0.333
H18 0.475 2.773 -3.593  0.374
H19 0.361 -3.412 -4.621  0.286
H20 1.714 -1.556 -1.283  0.335
H21 -2.513 -0.831 -1.244  0.988
H22 -0.568 3.981 1.173  0.227
H23 4.894 -1.428 -1.781  0.325
H24 3.198 -4.908 0.872  0.265
H25 -3.464 0.299 0.844  0.714
H26 0.039 -1.904 -4.793  0.453
H27 0.403 -0.742 -5.661  0.300
H28 -2.769 -4.232 2.210  0.346
H29 5.604 -2.743 -1.508  0.312
H30 0.247 3.804 -1.415  0.202
H31 6.629 2.811 0.353  0.264
H32 -2.305 -2.594 -1.649  0.094
H33 5.312 0.417 3.143  0.311
H34 0.380 -5.118 2.324  0.242
H35 3.263 -1.032 2.175  0.313
H36 -2.408 -1.955 0.870  0.519
H37 -1.721 -0.372 4.803  0.286
H38 -2.621 2.443 4.266  0.269
H39 -0.645 0.289 3.939  0.315
H40 -0.760 -2.269 0.192  0.396
H41 -0.383 -1.462 -1.965  0.248
H42 2.925 3.301 2.549  0.334
H43 -2.036 -1.436 -4.852  0.332
H44 -0.130 0.273 -4.646  0.314
H45 1.570 2.327 -4.567  0.312
H46 -4.538 3.415 1.797  0.353
H47 0.219 1.595 -1.800  -0.468
H48 -3.924 -3.958 0.406  0.310
H49 5.717 2.667 -2.686  0.272
H50 -2.142 0.866 -1.369  0.508
H51 1.291 -1.759 0.394  0.101
H52 -2.519 1.680 0.769  0.342
H53 5.325 2.088 0.653  0.347
H54 -4.909 4.826 0.260  0.327
H55 1.173 4.667 -2.283  0.349
H56 -1.081 -1.743 1.898  0.220
H57 -2.719 -2.293 -3.768  0.399
H58 4.318 1.586 3.153  0.414
H59 -2.317 0.701 2.152  -0.519
H60 4.788 1.760 -1.905  0.345
H61 1.810 -4.352 0.549  0.395
H62 1.297 0.369 -2.572  0.586

## Properties
Energy above the lowest of the compared OMol25 structures with the same formula, charge and spin   222.9 kJ/mol
Net charge   -1